Formula: C13H19Cl2O5Pt
Source: the OMol25 dataset
Level of theory: ωB97M-V with the def2-TZVPD basis set

Geometry as XYZ:
```
40
C13H19Cl2O5Pt (ωB97M-V with the def2-TZVPD basis set)
Pt -0.04388 0.53232 -0.27855
O 0.29902 -3.62009 0.76513
C 0.55343 -2.42158 0.65010
O -0.31630 -1.50925 0.43176
C 2.05295 -2.04080 0.68773
C 2.54142 -1.63747 -0.71824
C 4.07967 -1.73346 -0.77009
C 4.48725 -0.46177 0.01784
C 3.10760 0.08957 0.41627
O 2.33007 -0.22206 -0.74995
C 2.49951 -0.80222 1.51572
C 1.41384 -0.07022 2.34942
O 1.31269 -0.37491 3.53374
O 0.76078 0.86306 1.75704
H 2.55343 -2.94572 1.02300
H 2.01579 -2.12211 -1.53845
H 4.43736 -1.69998 -1.79962
H 4.43693 -2.65314 -0.30830
H 5.00842 0.25465 -0.61830
H 5.10884 -0.67620 0.88631
H 3.06654 1.15637 0.61890
H 3.25613 -1.09605 2.24168
C 1.65740 2.59149 -2.39086
C 0.60578 1.69129 -3.04551
C 0.08880 2.34400 -4.33125
C -0.55721 1.40040 -2.08971
H 2.56816 2.64258 -2.99376
H 1.91518 2.19981 -1.40656
H 1.26710 3.60552 -2.26662
H 1.08391 0.74333 -3.31536
H -0.36045 3.31436 -4.10324
H -0.67289 1.71793 -4.80175
H 0.89566 2.50123 -5.05282
H -1.26061 0.71786 -2.58545
H -1.10159 2.33645 -1.90983
Cl -1.68868 2.50701 1.10885
C -1.88987 4.26782 1.21873
Cl -1.17033 5.11346 -0.16204
H -1.38618 4.61109 2.11353
H -2.94749 4.49932 1.23168
```

**Total charge**: -1
**ΔE to the lowest compared entry with this formula, charge and spin**: 102.4 kJ/mol
**HOMO (spin up / spin down)**: -0.17716 / -0.19002 Eh
**F_max**: 0.0126 hartree/bohr
**Spin multiplicity**: 3
**HOMO-LUMO gap (spin up / spin down)**: 7.43 / 7.47 eV

***

Formula: C2HFI2
Source: the OMol25 dataset
Level of theory: ωB97M-V with the def2-TZVPD basis set

Geometry as XYZ:
```
6
C2HFI2 (ωB97M-V with the def2-TZVPD basis set)
C -1.00136 -0.52231 -0.39020
C 0.54596 0.93369 0.33590
F 0.29948 2.09209 -0.17032
I -0.40155 -2.48338 -0.02516
I 2.43328 0.10083 -0.00530
H -1.87582 -0.12091 0.25508
```

**ΔE to the lowest compared entry with this formula, charge and spin**: 473.5 kJ/mol
**HOMO (spin up / spin down)**: -0.31154 / -0.32559 Eh
**F_max**: 0.0708 hartree/bohr
**HOMO-LUMO gap (spin up / spin down)**: 6.94 / 7.37 eV

***

Formula: C4H8O2
Source: the OMol25 dataset
Level of theory: ωB97M-V with the def2-TZVPD basis set

Geometry as XYZ:
```
14
C4H8O2 (ωB97M-V with the def2-TZVPD basis set)
O 1.86152 1.09151 -0.11724
C 1.74896 0.09303 -0.78778
C -0.01076 -1.56504 0.46353
C -0.90751 -0.76388 1.02593
C -1.06310 1.64632 -0.32649
O -1.25038 1.24675 -1.45223
H -0.09786 1.51010 0.18247
H 2.38620 -0.79185 -0.60197
H 1.01877 0.00894 -1.61195
H 0.94091 -1.76872 0.94526
H -0.19582 -2.04585 -0.49449
H -1.87428 -0.58420 0.56492
H -0.70294 -0.24503 1.95997
H -1.85373 2.16791 0.25007
```

**SMILES**: C=C.C=O.C=O
**ΔE to the lowest compared entry with this formula, charge and spin**: 342.1 kJ/mol
**HOMO**: -0.35362 Eh
**F_max**: 0.0116 hartree/bohr
**HOMO-LUMO gap**: 10.10 eV

***

Formula: CN4O3
Source: the OMol25 dataset
Level of theory: ωB97M-V with the def2-TZVPD basis set

Geometry as XYZ:
```
8
CN4O3 (ωB97M-V with the def2-TZVPD basis set)
C -2.16656 -0.52029 0.00909
N -2.79934 -1.45392 -0.16061
N 3.02699 -0.19920 -0.05090
N 2.11512 -0.82261 -0.00136
N -1.44184 0.68955 0.15867
O -0.53115 0.70521 0.94254
O 3.98426 0.43325 -0.12154
O -1.85084 1.58471 -0.53849
```

**SMILES**: N#C[N+](=O)[O-].N#[N+][O-]
**ΔE to the lowest compared entry with this formula, charge and spin**: 57.8 kJ/mol
**HOMO**: -0.44708 Eh
**F_max**: 0.0571 hartree/bohr
**HOMO-LUMO gap**: 10.52 eV

***

Formula: C5H10N2O
Source: the OMol25 dataset
Level of theory: ωB97M-V with the def2-TZVPD basis set

Geometry as XYZ:
```
18
C5H10N2O (ωB97M-V with the def2-TZVPD basis set)
C -0.11168 0.69437 0.30744
C 1.25361 1.09682 -0.25425
C 1.30926 -1.14671 -0.39860
C -0.14164 -0.81478 0.06422
C -0.15713 -0.14602 1.48609
H -1.92425 0.40015 -0.63806
H -1.54712 2.45694 -0.39950
H 0.95256 1.60111 -1.33969
H 1.68730 1.75617 0.47215
H 1.13106 -1.61048 -1.39000
H 1.88136 -1.75909 0.26357
H -1.99612 -0.73573 -1.21598
H -1.81672 -1.44242 0.49899
H 0.99371 -0.27746 1.67040
H -1.03184 0.14456 2.14500
N -1.21983 1.25899 -0.54286
N -1.37333 -1.40184 -0.48391
O 2.11079 -0.07459 -0.24502
```

**SMILES**: N[C@@]12COC[C@]1(N)C2
**ΔE to the lowest compared entry with this formula, charge and spin**: 619.0 kJ/mol
**HOMO**: -0.32447 Eh
**F_max**: 0.1072 hartree/bohr
**HOMO-LUMO gap**: 9.60 eV

***

Formula: C32H35N2P2Pd
Source: the OMol25 dataset
Level of theory: ωB97M-V with the def2-TZVPD basis set

Geometry as XYZ:
```
72
C32H35N2P2Pd (ωB97M-V with the def2-TZVPD basis set)
Pd -0.19540 0.28740 0.12394
C 3.38811 -1.69289 1.83584
C 2.42870 -1.13837 0.98924
N 1.35305 -0.50886 1.42798
C 1.16101 -0.40337 2.76569
C 2.09676 -0.89707 3.69058
C 3.22957 -1.56214 3.19310
C 1.88723 -0.70235 5.09245
C 0.80237 -0.03744 5.54245
C -0.17740 0.46631 4.63020
C -1.31421 1.16148 5.07041
C -2.22386 1.60721 4.14587
C -1.99842 1.33292 2.79445
N -0.94447 0.68337 2.34114
C -0.02119 0.26684 3.24481
H 4.24360 -2.19422 1.40735
H 2.55371 -1.17795 -0.08507
H 3.96501 -1.95256 3.88378
H 2.62641 -1.09209 5.77967
H 0.64654 0.12063 6.60130
H -1.45994 1.33467 6.12864
H -3.11052 2.14998 4.43838
H -2.72004 1.65896 2.05879
C -0.93705 2.35601 -2.71931
P -1.48939 1.24794 -1.39521
C -2.84306 2.21007 -0.64171
C -2.37150 -0.06947 -2.32624
C -2.78749 -1.21892 -1.41462
P -1.30972 -1.97507 -0.60941
C -0.71683 -3.11069 -1.91602
C -2.08037 -3.14230 0.56615
H -1.78001 2.60679 -3.36518
H -0.15395 1.87629 -3.30283
H -0.53500 3.27082 -2.28669
H -3.53561 2.56070 -1.40923
H -2.43097 3.07257 -0.11814
H -3.40104 1.59402 0.06095
H -1.68039 -0.41549 -3.10250
H -3.22856 0.36478 -2.84800
H -3.36571 -1.96025 -1.97264
H -3.43252 -0.84560 -0.61229
H -1.51307 -3.79033 -2.22370
H 0.12420 -3.69697 -1.54572
H -0.37026 -2.55154 -2.78530
H -2.85066 -3.76228 0.10419
H -2.51533 -2.58711 1.39757
H -1.30639 -3.79570 0.97107
C 5.67894 0.81549 -3.83860
C 4.60956 0.18462 -4.45518
C 3.40117 0.06342 -3.78869
C 3.22859 0.58662 -2.50553
C 4.32054 1.19992 -1.88796
C 5.53095 1.31275 -2.55118
C 1.91998 0.39863 -1.85253
C 1.28823 1.15792 -0.94743
C 1.74354 2.50924 -0.56675
C 2.10719 3.43772 -1.54962
C 2.53916 4.70545 -1.20286
C 2.62692 5.07456 0.13194
C 2.26776 4.16841 1.11897
C 1.81539 2.90529 0.77410
H 6.62600 0.90987 -4.35255
H 4.71726 -0.21917 -5.45325
H 2.57124 -0.44173 -4.26986
H 4.22851 1.58458 -0.88082
H 6.36702 1.79044 -2.05719
H 1.42546 -0.52684 -2.15390
H 2.07970 3.14941 -2.59231
H 2.81291 5.40794 -1.97895
H 2.96763 6.06530 0.40065
H 2.33590 4.44839 2.16211
H 1.51538 2.21467 1.55096
```

**Total charge**: +1
**ΔE to the lowest compared entry with this formula, charge and spin**: 0.1 kJ/mol
**HOMO**: -0.36468 Eh
**F_max**: 0.0119 hartree/bohr
**HOMO-LUMO gap**: 7.00 eV

***

Formula: C4H10NO7P3Sr
Source: the OMol25 dataset
Level of theory: ωB97M-V with the def2-TZVPD basis set

Geometry as XYZ:
```
26
C4H10NO7P3Sr (ωB97M-V with the def2-TZVPD basis set)
C 2.76638 1.80652 -1.05547
C 1.60346 2.05813 -1.12562
C 0.18321 2.32636 -1.12603
O -0.48506 1.86764 0.10501
P -0.04954 0.35068 0.59895
O 1.20696 0.45084 1.37256
O -1.20155 -0.08591 1.55951
C -1.21778 0.57952 2.84391
N -2.48628 0.41468 3.44337
O -0.06760 -0.54611 -0.63899
P -0.37357 -2.29929 -0.52961
P 0.64188 -2.78473 -2.43263
O 1.99853 -2.25904 -2.48763
O -0.33394 -2.36730 -3.60783
O 0.54873 -4.35683 -2.42339
H 3.80443 1.57083 -0.96985
H -0.31921 1.97572 -2.02629
H 0.06896 3.41360 -1.16434
H -0.42839 0.16621 3.46638
H -0.95288 1.65813 2.66018
H -3.09011 1.21632 3.30249
H -2.38444 0.33696 4.44998
H 0.72442 -2.62206 0.29029
H -0.48640 -1.41538 -3.65760
H -0.34237 -4.73299 -2.37711
Sr 0.67215 3.27750 1.52974
```

**Total charge**: +2
**HOMO**: -0.55497 Eh
**F_max**: 0.0381 hartree/bohr
**HOMO-LUMO gap**: 6.54 eV